82
Properties=species:S:1:pos:R:3:forces:R:3:mulliken_charge:R:1 method="wB97M-V/def2-TZVPD" total_charge=+3 molar_mass_g_mol=809.51 relative_energy_kcal_mol=23.24 spin_multiplicity=1 largest_force_ev_per_a=2.3 homo_energy_ha=-0.6353
Ru 0.561 -0.697 0.957 1.387 -1.017 1.583 0.840
C 1.060 -0.802 3.472 -0.197 0.388 -0.060 -0.450
C 2.154 -1.392 2.844 0.173 0.090 -0.101 -0.865
C 1.983 -2.467 1.968 0.010 -0.032 -0.338 -0.186
C 0.701 -2.977 1.753 -0.260 -0.076 -0.220 -0.680
C -0.405 -2.396 2.392 -0.380 -0.070 -0.301 -0.750
C -0.222 -1.304 3.240 -0.524 0.143 -0.068 -0.690
H 1.199 0.010 4.174 0.050 0.045 -0.075 0.582
H 3.153 -1.031 3.055 -0.010 0.081 -0.099 0.557
H 2.837 -2.926 1.490 0.046 0.050 0.042 0.519
H 0.551 -3.850 1.134 0.057 -0.036 0.002 0.823
H -1.386 -2.836 2.280 0.010 -0.019 -0.030 0.751
H -1.074 -0.894 3.765 0.015 0.065 -0.014 0.674
C -2.547 -2.719 -1.358 -0.012 -0.082 -0.018 -1.160
C -1.172 -3.373 -1.479 -0.170 -0.095 -0.013 0.483
C -1.043 -4.204 -2.761 -0.054 -0.072 0.140 -1.342
Sb 0.338 -1.874 -1.381 0.200 0.205 -0.185 0.560
C 2.218 -2.804 -1.824 0.111 -0.150 -0.107 0.438
C 2.468 -2.915 -3.332 0.074 -0.033 0.079 -1.362
C 2.318 -4.178 -1.158 0.149 0.038 -0.071 -1.288
C -0.074 -0.454 -2.919 -0.058 0.175 -0.187 0.565
C -0.458 -1.056 -4.270 -0.053 0.028 0.032 -1.593
C 1.102 0.510 -3.034 -0.037 0.026 -0.040 -0.812
H -3.324 -3.481 -1.439 0.013 0.001 0.002 0.546
H -2.721 -2.001 -2.165 0.004 -0.013 0.005 0.232
H -2.688 -2.210 -0.405 0.028 0.037 0.008 0.013
H -0.975 -4.010 -0.613 -0.107 -0.059 -0.013 0.383
H -1.240 -3.617 -3.654 0.000 0.022 -0.005 0.197
H -1.791 -4.999 -2.725 0.006 0.011 -0.011 0.547
H -0.073 -4.685 -2.870 0.011 0.019 0.009 0.279
H 2.946 -2.119 -1.380 0.085 -0.053 -0.022 0.429
H 1.736 -3.557 -3.822 -0.019 -0.001 0.015 0.270
H 3.447 -3.373 -3.487 -0.010 0.000 0.009 0.508
H 2.482 -1.954 -3.840 -0.019 0.017 0.000 0.294
H 1.572 -4.876 -1.537 -0.020 0.011 0.002 0.185
H 2.235 -4.145 -0.075 -0.010 -0.030 0.016 0.180
H 3.295 -4.611 -1.383 -0.008 0.008 -0.011 0.514
H -0.940 0.080 -2.508 -0.008 0.022 -0.041 0.056
H 0.295 -1.742 -4.654 0.016 0.009 0.001 0.276
H -0.557 -0.248 -4.999 -0.001 -0.010 0.013 0.530
H -1.414 -1.576 -4.237 -0.004 0.000 0.010 0.373
H 2.007 0.019 -3.390 -0.016 -0.012 -0.022 0.167
H 1.334 0.987 -2.083 -0.002 0.002 0.023 -0.127
H 0.865 1.296 -3.755 0.003 -0.019 0.013 0.570
C -0.907 4.468 0.606 -0.167 0.300 0.193 -0.909
Si -0.540 3.375 -0.809 -0.020 -1.029 0.143 0.615
C 1.162 3.534 -1.464 0.271 0.322 -0.171 -1.022
C -1.890 3.053 -2.003 -0.200 0.175 -0.358 -0.911
As -0.789 1.054 0.385 0.260 0.582 0.627 0.084
Si -2.800 1.188 1.797 -0.001 -0.209 -0.411 0.485
C -3.430 -0.553 1.752 -0.172 -0.190 0.159 -0.269
C -2.145 1.729 3.440 0.095 0.165 0.247 -0.903
C -3.950 2.358 0.968 -0.310 0.170 -0.001 -1.188
H -1.194 5.442 0.188 -0.006 -0.019 0.049 0.485
H -0.021 4.624 1.213 0.103 0.053 0.091 0.276
H -1.726 4.135 1.240 0.040 0.048 0.023 0.126
H 1.557 4.511 -1.168 0.005 -0.011 -0.057 0.467
H 1.173 3.478 -2.553 0.038 0.016 0.014 0.430
H 1.840 2.779 -1.078 0.031 0.074 -0.009 0.181
H -2.072 3.950 -2.606 -0.007 -0.049 0.004 0.474
H -2.825 2.804 -1.504 -0.023 0.007 -0.045 0.210
H -1.621 2.249 -2.690 -0.034 0.044 -0.026 0.250
H -2.633 -1.262 1.538 -0.047 -0.026 0.008 -0.771
H -4.201 -0.666 0.987 0.034 -0.009 0.004 0.457
H -3.881 -0.831 2.710 -0.023 0.029 -0.042 0.472
H -1.082 1.528 3.566 0.040 -0.022 0.037 -0.029
H -2.691 1.205 4.230 0.000 0.038 0.008 0.510
H -2.308 2.799 3.590 0.011 -0.026 -0.006 0.429
H -4.259 1.976 -0.007 -0.037 0.015 0.016 0.365
H -3.559 3.366 0.849 -0.056 -0.001 -0.029 0.331
H -4.859 2.443 1.576 0.021 -0.028 -0.017 0.431
Br 2.623 0.722 0.458 -0.468 -0.122 -0.348 -0.351
C 2.471 2.073 1.851 0.059 0.122 0.230 0.549
C 3.674 2.587 2.292 0.044 0.028 -0.024 -0.786
C 3.605 3.508 3.329 0.074 -0.009 -0.022 -0.579
C 2.364 3.856 3.837 0.000 0.003 0.030 -0.860
C 1.233 3.272 3.296 -0.047 -0.051 -0.145 -0.482
N 1.275 2.368 2.297 0.182 0.016 -0.130 0.446
H 4.617 2.292 1.851 0.001 -0.017 0.035 0.540
H 4.514 3.935 3.734 -0.020 0.026 -0.032 0.469
H 2.269 4.570 4.644 -0.007 -0.018 -0.003 0.508
H 0.254 3.532 3.668 -0.133 -0.009 0.004 0.433